Entry 1:
Molecular formula: C32H70BFNO12
Method: DFT, ωB97M-V/def2-TZVPD

```
117
Properties=species:S:1:pos:R:3:forces:R:3
C -0.532 5.272 2.132 -1.3 0.6 -0.1
C -0.544 3.947 3.042 0.0 1.1 1.3
N 0.639 3.064 2.924 -0.8 1.3 -0.1
B 0.805 2.370 1.596 0.5 -0.6 -0.3
F 1.814 3.079 0.742 -0.6 -0.2 0.5
C -0.541 2.154 0.693 -1.4 -1.1 -0.9
C -1.515 0.976 1.237 -1.5 -1.4 -0.3
C -2.300 0.206 0.110 -0.7 -1.2 3.5
C -3.278 -0.936 0.461 2.4 2.4 2.6
C -3.442 -1.318 1.959 1.9 2.3 -1.1
C -2.640 -0.583 3.065 0.1 0.9 -3.4
C -1.672 0.592 2.722 -2.0 -2.1 -2.9
O 1.335 0.995 1.903 1.4 0.2 -2.0
C 2.135 0.487 0.826 -0.1 -1.9 0.0
C 2.229 -1.123 1.071 -1.2 1.4 2.3
C 2.572 -1.283 2.654 0.7 -0.2 -0.5
O 3.199 -1.774 0.212 -1.7 -0.3 -0.3
H -0.037 5.163 1.114 -0.4 -0.1 1.4
H -0.110 6.205 2.671 -0.4 -1.6 -0.8
H -1.641 5.541 1.922 1.6 -0.3 0.2
H -1.558 3.401 2.942 1.8 0.6 -0.2
H -0.549 4.330 4.140 -0.2 -0.5 -1.6
H 1.475 3.659 3.072 -0.7 -0.6 0.1
H -0.186 1.767 -0.341 -0.6 0.6 1.5
H -1.135 3.112 0.455 0.6 -1.4 0.5
H -2.133 0.493 -0.989 -0.2 -0.5 1.9
H -3.837 -1.445 -0.390 0.8 0.6 1.5
H -4.176 -2.155 2.204 1.2 1.3 -0.1
H -2.792 -0.924 4.141 0.3 0.6 -1.6
H -1.063 1.147 3.516 -0.9 -1.0 -1.3
H 3.196 0.924 0.780 -1.3 -0.5 0.2
H 1.682 0.610 -0.216 0.4 0.2 1.2
H 1.161 -1.557 0.962 1.7 0.6 -0.2
H 1.659 -1.112 3.318 1.3 0.0 -1.2
H 2.982 -2.326 2.898 -0.5 1.4 -0.5
H 3.367 -0.484 2.893 -1.2 -1.3 -0.1
H 2.645 -2.244 -0.458 0.9 0.6 0.8
C 6.474 2.611 1.421 -0.2 0.0 -0.1
O 7.232 2.636 0.217 0.2 -0.3 0.2
C 8.403 1.827 0.290 -0.3 0.1 -0.5
C 8.185 0.465 -0.365 0.1 -0.2 0.6
O 7.209 -0.301 0.335 0.2 0.4 -0.3
C 5.922 -0.232 -0.271 -0.1 -0.2 0.2
H 5.467 2.968 1.197 0.1 0.0 0.0
H 6.395 1.603 1.839 0.0 0.1 -0.1
H 6.930 3.277 2.159 0.0 0.0 0.1
H 8.735 1.717 1.328 -0.1 -0.1 0.0
H 9.190 2.356 -0.258 0.0 0.0 0.0
H 9.124 -0.098 -0.321 0.0 0.1 -0.1
H 7.909 0.575 -1.420 0.0 0.1 0.1
H 5.886 -0.910 -1.131 -0.1 0.0 0.0
H 5.670 0.779 -0.596 0.1 0.0 0.0
H 5.182 -0.556 0.460 0.2 0.0 -0.1
C -6.811 -2.647 4.241 0.1 0.1 -0.1
O -6.543 -3.740 3.372 -0.4 -0.1 0.2
C -7.382 -4.864 3.627 0.3 0.1 -0.5
C -8.556 -4.920 2.653 -0.2 0.1 0.5
O -9.432 -3.808 2.822 0.4 0.0 -0.2
C -9.190 -2.776 1.875 -0.2 0.0 0.0
H -6.384 -1.747 3.797 0.1 -0.1 0.0
H -7.884 -2.485 4.380 0.1 -0.1 0.0
H -6.340 -2.822 5.211 0.0 0.0 0.1
H -7.729 -4.860 4.665 -0.1 0.0 -0.1
H -6.767 -5.759 3.484 0.0 0.0 0.0
H -9.142 -5.821 2.862 0.0 0.0 0.0
H -8.204 -4.982 1.617 0.1 0.1 0.1
H -9.654 -3.039 0.919 0.1 0.1 -0.1
H -8.125 -2.595 1.723 0.0 0.0 0.0
H -9.648 -1.858 2.247 0.0 -0.1 0.0
C 13.523 -3.094 -2.090 0.0 -0.1 0.1
O 13.706 -3.009 -0.684 -0.1 0.3 -0.2
C 13.732 -1.662 -0.216 -0.2 -0.4 0.4
C 12.380 -1.239 0.353 0.1 0.3 -0.4
O 11.370 -1.220 -0.653 0.3 -0.3 0.1
C 10.572 -2.399 -0.646 -0.2 0.1 0.0
H 13.195 -4.107 -2.329 0.1 0.0 0.1
H 12.765 -2.393 -2.451 0.1 0.0 0.1
H 14.471 -2.899 -2.599 0.0 0.0 -0.1
H 14.056 -0.982 -1.012 -0.1 0.0 0.0
H 14.477 -1.617 0.585 0.0 0.0 0.0
H 12.466 -0.216 0.736 0.0 0.0 0.0
H 12.084 -1.885 1.187 0.1 0.0 -0.1
H 9.826 -2.330 0.152 0.0 -0.1 0.0
H 11.168 -3.302 -0.508 0.1 0.0 0.0
H 10.055 -2.467 -1.604 0.0 0.1 0.1
C -1.892 1.945 -3.624 0.1 0.0 0.1
O -2.436 0.630 -3.579 -0.2 0.3 -0.3
C -3.851 0.619 -3.741 0.3 -0.4 -0.1
C -4.248 0.285 -5.176 -0.2 0.5 0.2
O -3.817 1.294 -6.089 0.3 -0.3 0.1
C -2.607 0.949 -6.749 -0.2 0.1 -0.1
H -0.820 1.865 -3.816 -0.1 -0.1 0.1
H -2.338 2.551 -4.419 0.0 -0.1 0.0
H -2.043 2.439 -2.661 0.0 0.1 0.0
H -4.284 1.573 -3.421 0.0 0.0 -0.1
H -4.241 -0.162 -3.080 0.0 0.0 0.0
H -5.341 0.247 -5.236 0.0 0.0 0.0
H -3.861 -0.696 -5.473 0.1 0.1 0.1
H -2.822 0.254 -7.567 0.1 -0.1 0.0
H -1.879 0.499 -6.073 0.0 0.0 0.1
H -2.176 1.860 -7.168 -0.1 0.0 0.0
C -7.342 2.493 -2.577 0.0 0.0 -0.1
O -7.495 1.101 -2.829 -0.1 0.1 0.4
C -7.243 0.306 -1.670 -0.2 -0.2 -0.3
C -8.539 -0.103 -0.974 0.3 0.3 0.3
O -9.234 1.028 -0.454 0.0 -0.1 -0.4
C -10.282 1.463 -1.309 0.0 0.0 0.3
H -7.847 3.042 -3.375 0.1 -0.1 0.0
H -7.786 2.791 -1.623 0.1 -0.1 0.0
H -6.282 2.755 -2.583 0.0 0.1 0.1
H -6.573 0.829 -0.979 -0.1 0.0 0.0
H -6.730 -0.600 -2.009 0.0 0.0 0.0
H -8.289 -0.743 -0.122 0.0 0.0 0.0
H -9.184 -0.677 -1.648 0.1 0.1 -0.1
H -11.158 0.820 -1.172 -0.1 0.0 -0.1
H -9.989 1.458 -2.360 0.1 0.0 0.0
H -10.550 2.484 -1.028 0.0 -0.1 0.1
```
Forces are in eV/Å.

Computed properties:
calculated total energy	-2343.37748	Eh
gap between HOMO and LUMO	7.1	eV
charge	-1

Entry 2:
Molecular formula: C32H70F12K2N2O22S4
Method: DFT, ωB97M-V/def2-TZVPD

```
144
Properties=species:S:1:pos:R:3:forces:R:3
K -0.163 1.530 4.338 0.6 -0.1 -0.1
K -3.500 1.761 2.060 0.1 0.4 -0.2
C -0.853 3.718 -0.155 2.1 -0.9 -1.2
F -0.129 4.281 -1.165 -0.6 0.0 1.5
F -1.548 4.652 0.489 0.0 -0.9 -0.5
F -1.563 2.762 -0.745 -1.1 0.6 0.6
S 0.382 2.786 1.035 -2.5 0.0 -1.2
O 1.548 2.611 0.250 0.3 -0.9 0.1
O 0.461 3.628 2.156 0.0 1.2 2.6
N -0.600 1.423 1.642 1.9 2.8 -1.0
S -0.130 0.172 0.819 0.8 -1.5 -4.8
O 0.144 0.481 -0.634 -0.9 -1.0 3.8
O 0.798 -0.698 1.499 -0.6 0.4 0.2
C -1.768 -0.727 0.794 1.6 -1.6 -0.5
F -2.589 -0.242 -0.083 -0.8 1.2 -0.4
F -1.586 -2.012 0.467 0.2 0.3 0.5
F -2.320 -0.676 2.022 -0.4 0.0 0.5
C -5.762 -0.649 1.132 -1.8 -2.9 -1.1
F -4.898 -1.578 0.661 0.1 1.1 0.3
F -6.912 -1.427 1.338 1.6 2.1 0.1
F -5.303 -0.213 2.305 -0.2 0.2 0.0
S -6.092 0.672 -0.263 0.5 -1.6 -2.6
O -5.106 0.332 -1.322 -1.2 1.1 3.0
O -7.472 0.467 -0.701 2.1 0.6 1.8
N -5.689 2.111 0.655 3.7 -6.8 0.0
S -6.655 3.081 0.128 -6.7 5.1 -1.9
O -6.761 3.162 -1.321 1.3 0.8 1.2
O -7.963 2.899 0.748 1.2 1.2 0.2
C -5.779 4.640 0.957 -1.3 1.1 -3.3
F -6.462 5.795 0.732 0.2 -1.0 -0.2
F -5.676 4.530 2.227 0.3 -0.9 2.6
F -4.546 4.825 0.441 0.0 -0.4 0.0
C -3.296 -5.202 -7.759 0.0 -1.6 -1.3
O -2.724 -4.476 -6.711 -0.4 -0.1 -0.3
C -3.310 -4.657 -5.453 -0.5 0.0 1.2
C -2.835 -3.557 -4.501 0.4 -0.5 -0.7
O -3.476 -3.759 -3.274 -1.0 -0.5 -0.1
C -3.781 -2.628 -2.483 1.5 0.3 -0.3
H -3.175 -6.285 -7.786 0.5 -0.6 1.3
H -2.793 -5.056 -8.715 0.1 1.2 0.1
H -4.372 -5.185 -7.930 -0.3 1.1 0.4
H -3.138 -5.633 -4.997 0.8 -0.4 -0.1
H -4.397 -4.636 -5.379 -0.4 0.4 -0.9
H -3.043 -2.597 -4.975 -0.2 0.3 0.2
H -1.752 -3.647 -4.410 0.3 0.2 0.2
H -3.958 -1.728 -3.072 -0.6 -0.1 -0.2
H -2.847 -2.398 -1.970 -0.1 0.2 0.7
H -4.591 -2.832 -1.782 0.1 -0.1 -0.2
C 1.769 2.699 6.728 1.0 0.5 0.0
O 2.055 2.605 5.305 -0.9 -0.4 2.0
C 3.284 1.995 5.003 -0.1 -1.8 -2.5
C 3.373 0.395 5.086 -0.5 0.5 1.5
O 2.248 -0.251 4.492 0.5 3.5 -1.0
C 2.174 -1.605 4.623 -1.0 -2.0 0.6
H 2.600 2.330 7.329 0.1 -0.3 -0.2
H 0.883 2.171 7.081 -0.2 -0.2 -0.5
H 1.688 3.744 7.027 -0.3 0.1 -0.3
H 4.136 2.564 5.374 0.1 -0.5 0.6
H 3.309 2.127 3.922 0.3 0.3 -0.2
H 3.412 0.053 6.120 -0.1 0.2 0.5
H 4.312 0.017 4.682 0.1 0.4 -0.6
H 1.624 -2.063 3.801 0.4 0.3 -0.5
H 1.495 -1.801 5.453 0.3 -0.5 0.7
H 3.129 -2.112 4.757 0.0 0.1 0.0
C 5.509 -0.367 -4.484 -0.6 -0.5 -1.1
O 4.082 -0.585 -4.649 1.6 0.0 0.3
C 3.473 -0.675 -3.380 -0.9 -0.3 -0.8
C 2.039 -1.309 -3.489 2.3 1.6 1.2
O 1.239 -0.371 -4.088 0.0 1.7 -0.1
C -0.100 -0.676 -3.970 -1.5 -0.5 -1.8
H 5.864 0.533 -3.984 -0.8 0.4 0.3
H 5.886 -0.315 -5.505 0.2 -0.2 0.1
H 5.968 -1.202 -3.954 0.0 -0.3 0.0
H 3.440 0.364 -3.052 -0.5 -0.1 0.8
H 4.104 -1.268 -2.717 0.0 -0.2 0.3
H 1.682 -1.320 -2.459 0.1 -1.1 0.4
H 2.066 -2.259 -4.023 -0.1 -0.3 0.2
H -0.507 -1.094 -3.050 0.7 -0.1 0.5
H -0.254 -1.371 -4.795 -0.8 -0.6 0.1
H -0.753 0.162 -4.213 0.4 0.4 0.1
C 3.204 5.827 1.523 1.2 0.8 -0.6
O 3.399 7.249 1.353 -1.2 0.2 -0.6
C 3.486 7.761 -0.007 0.7 -0.5 -0.3
C 3.301 9.293 -0.150 0.6 -0.8 2.2
O 2.237 9.707 0.630 -1.9 -0.3 1.4
C 1.998 11.076 0.563 -0.7 0.5 -1.1
H 2.226 5.400 1.301 -0.3 0.6 0.0
H 3.503 5.604 2.547 -0.3 0.1 0.1
H 3.921 5.301 0.893 0.1 -0.2 -0.2
H 2.924 7.231 -0.776 -0.6 -0.3 0.5
H 4.520 7.567 -0.293 0.2 0.1 -0.3
H 3.187 9.694 -1.158 0.4 -0.5 -0.4
H 4.155 9.686 0.401 0.8 0.5 -0.7
H 1.256 11.519 1.227 0.3 -0.9 1.1
H 1.428 11.240 -0.351 0.6 0.5 -0.9
H 2.919 11.656 0.624 0.1 0.2 -0.2
C 0.217 -4.859 0.370 2.1 -0.4 1.2
O 1.202 -5.751 1.027 -0.2 -0.3 1.1
C 1.600 -5.241 2.317 -2.2 -0.9 1.2
C 0.695 -5.753 3.543 -0.5 0.8 -0.1
O 0.802 -4.801 4.640 1.1 1.0 -2.6
C -0.044 -5.036 5.659 -0.8 -0.2 2.6
H -0.007 -5.295 -0.604 -0.1 0.1 0.3
H 0.832 -3.962 0.300 -0.7 0.6 -0.6
H -0.647 -4.690 1.012 -0.1 -0.2 -0.2
H 1.574 -4.154 2.241 0.3 0.1 0.5
H 2.476 -5.652 2.819 1.2 0.3 -1.8
H 1.069 -6.699 3.934 0.3 -0.2 -0.2
H -0.348 -5.949 3.294 -0.2 0.5 -0.2
H 0.320 -5.893 6.225 -0.9 -1.0 -0.2
H -1.108 -4.928 5.451 -0.3 -1.1 -0.7
H -0.030 -4.329 6.489 1.0 1.1 -0.3
C 5.496 1.752 -0.439 2.1 -0.4 -2.7
O 5.471 2.450 -1.755 -0.6 -0.9 1.9
C 4.381 3.319 -1.814 -0.7 1.1 -0.5
C 4.851 4.558 -2.618 0.5 0.2 1.4
O 4.046 5.718 -2.586 0.6 -0.2 1.1
C 2.846 5.646 -3.254 -0.3 -0.4 -1.3
H 5.701 2.429 0.390 -0.4 0.1 -0.1
H 6.390 1.187 -0.703 0.3 -0.3 1.0
H 4.753 0.975 -0.260 -0.7 0.6 -0.2
H 4.120 3.622 -0.800 -0.2 0.3 0.0
H 3.505 2.832 -2.242 -0.2 -0.1 -0.1
H 5.197 4.267 -3.609 -0.3 0.1 -0.3
H 5.704 4.919 -2.043 0.4 -0.3 -0.3
H 2.324 6.596 -3.141 -0.1 -0.2 0.1
H 2.234 4.794 -2.962 -0.3 0.1 0.3
H 3.095 5.494 -4.305 -0.4 0.1 -0.5
C -3.349 -4.611 1.843 -0.6 -0.6 -0.8
O -2.499 -5.663 2.129 1.7 -1.9 0.8
C -2.869 -7.045 1.927 -1.0 0.1 -1.1
C -3.618 -7.332 0.562 0.1 1.0 1.3
O -2.750 -7.247 -0.509 0.9 1.3 -1.1
C -3.349 -7.327 -1.839 0.2 -1.1 1.7
H -4.369 -4.857 2.140 -0.3 0.3 0.1
H -3.307 -4.480 0.762 -0.4 0.6 -0.2
H -2.992 -3.723 2.363 0.0 -0.1 0.0
H -3.530 -7.365 2.732 -0.4 0.1 0.1
H -1.988 -7.677 2.037 0.3 0.5 -0.3
H -4.373 -6.547 0.550 -0.3 0.3 -0.4
H -4.195 -8.257 0.538 0.2 -0.5 0.4
H -3.595 -8.388 -1.807 -0.5 -0.1 -1.2
H -2.619 -7.091 -2.614 0.2 -0.1 0.4
H -4.225 -6.699 -1.998 -0.1 0.1 0.4
```
Forces are in eV/Å.

Computed properties:
calculated total energy	-7016.51339	Eh
energy above the lowest of the compared OMol25 structures with the same formula, charge and spin	178.1	kcal per mole
gap between HOMO and LUMO	7.3	eV
charge	0

Entry 3:
Molecular formula: C32H70N2O40S10
Method: DFT, ωB97M-V/def2-TZVPD

```
154
Properties=species:S:1:pos:R:3:forces:R:3
C -1.645 0.252 -1.015 0.0 -1.2 -1.0
C -0.675 -0.799 -0.436 -1.3 1.5 0.6
N 0.395 -0.026 0.242 -0.7 -1.7 1.0
C 0.399 -0.198 1.733 -0.9 -0.2 -1.1
C -0.961 0.288 2.354 1.8 0.1 0.5
C 1.680 -0.317 -0.349 0.0 1.5 2.7
C 1.746 0.107 -1.736 0.5 -0.3 -1.3
H -1.867 1.051 -0.308 0.1 -0.2 -0.1
H -2.560 -0.246 -1.336 -0.4 0.1 0.2
H -1.232 0.630 -1.950 0.3 0.5 0.1
H -1.295 -1.432 0.199 0.4 0.1 0.8
H -0.360 -1.531 -1.180 0.5 0.7 -0.1
H 0.592 -1.211 2.086 -0.6 -0.8 -0.4
H 1.354 0.167 2.113 -0.3 1.4 0.1
H -1.681 -0.517 2.504 0.0 0.1 -0.4
H -0.724 0.664 3.349 -0.1 -0.2 0.1
H -1.403 1.149 1.852 0.0 -0.3 -0.4
H 2.010 -1.345 -0.197 0.1 -0.4 -0.1
H 2.287 0.347 0.266 1.0 -0.3 0.0
H 0.941 -0.454 -2.211 0.4 0.3 -1.0
H 2.741 -0.196 -2.062 -0.2 -0.1 -0.8
H 1.641 1.180 -1.898 -0.2 -0.1 0.2
C 7.953 -1.275 3.046 -2.0 0.9 -1.1
C 6.484 -1.033 3.551 -0.2 -1.0 2.1
N 5.266 -1.690 3.041 0.2 -0.4 -1.6
C 4.606 -0.879 2.023 1.2 -1.2 -1.2
C 5.374 -0.836 0.635 -0.7 0.7 0.0
C 5.389 -3.119 2.618 1.0 0.5 1.7
C 6.122 -3.904 3.735 0.1 -0.6 -0.6
H 8.639 -1.733 3.758 -0.2 0.2 -0.1
H 8.223 -0.272 2.714 0.9 -0.1 0.2
H 7.859 -1.830 2.113 0.5 -0.4 0.2
H 6.401 -1.347 4.592 0.8 0.0 0.4
H 6.246 0.026 3.649 0.1 0.1 -0.5
H 3.654 -1.385 1.862 -0.4 0.5 -0.1
H 4.485 0.130 2.418 -0.2 0.0 -0.1
H 5.021 -1.527 -0.130 -0.1 -0.4 0.4
H 5.195 0.126 0.154 0.0 0.3 0.1
H 6.459 -0.935 0.675 -0.1 -0.1 0.4
H 5.919 -3.330 1.689 0.4 0.6 -0.3
H 4.403 -3.549 2.438 -0.2 0.2 0.4
H 7.194 -3.743 3.849 0.0 0.9 -0.3
H 6.176 -4.944 3.413 -0.7 -0.3 0.3
H 5.696 -3.791 4.732 -0.3 -0.2 -0.2
C -0.064 4.334 -6.232 0.8 -1.0 0.9
C -1.410 4.481 -5.493 0.8 0.2 -2.5
O -1.114 4.570 -4.109 0.9 0.0 0.1
S 0.496 4.778 -3.791 0.1 1.8 -0.1
O 1.092 3.529 -3.322 -1.2 2.2 -0.9
O 0.644 6.035 -3.012 -0.2 -3.6 -2.3
O 0.868 5.035 -5.435 0.5 0.8 3.1
H 0.077 4.752 -7.229 -0.7 -0.1 0.1
H 0.299 3.307 -6.188 -0.4 -0.4 -0.5
H -2.025 3.636 -5.799 -0.2 -0.1 0.8
H -1.839 5.362 -5.970 -0.5 0.4 1.1
C 2.377 -1.832 4.871 2.7 0.4 0.6
C 3.311 -0.712 5.480 0.5 -2.1 -1.1
O 2.389 -0.105 6.299 -1.9 2.9 1.3
S 0.972 0.191 5.533 -1.0 -0.3 1.1
O 1.063 1.354 4.647 0.0 -2.1 1.6
O -0.161 0.072 6.476 3.4 0.4 -2.4
O 1.148 -1.181 4.678 -1.4 0.7 -0.5
H 2.334 -2.628 5.616 -0.5 0.0 -0.1
H 2.818 -2.240 3.962 -0.5 0.2 -0.2
H 3.851 -0.113 4.746 -0.7 0.5 -0.3
H 4.118 -1.066 6.121 -0.3 -0.5 0.1
C 5.227 -1.076 -6.865 1.0 0.4 0.2
C 6.582 -0.446 -6.466 -0.7 -0.4 -0.7
O 6.660 -0.665 -5.069 -0.2 -0.7 1.3
S 5.663 -1.893 -4.543 0.2 1.0 0.8
O 4.594 -1.282 -3.809 0.7 -0.3 -0.3
O 6.362 -3.000 -3.929 -0.6 1.6 -1.6
O 5.158 -2.206 -5.997 -0.4 -1.3 -0.4
H 5.183 -1.415 -7.900 0.0 -0.1 0.2
H 4.426 -0.368 -6.651 -0.2 -0.2 0.1
H 6.547 0.608 -6.740 0.3 0.1 0.5
H 7.455 -0.916 -6.921 -0.2 -0.1 -0.2
C -2.493 -4.299 -0.677 -0.4 0.5 -0.9
C -2.441 -5.563 -1.560 0.5 0.9 1.1
O -1.863 -5.118 -2.795 0.6 1.2 0.3
S -0.787 -3.823 -2.550 -0.5 -1.6 -1.2
O -1.172 -2.768 -3.468 0.4 -1.3 1.8
O 0.580 -4.345 -2.650 -2.7 1.2 1.1
O -1.311 -3.544 -1.004 1.7 -0.6 -1.3
H -2.557 -4.443 0.402 0.4 -0.2 -0.1
H -3.283 -3.606 -0.965 -0.5 -0.4 -0.1
H -3.449 -5.971 -1.620 0.1 0.1 -0.8
H -1.784 -6.305 -1.105 0.0 -0.1 0.0
C 1.042 4.274 0.554 0.3 -0.9 1.5
C 1.137 3.305 1.772 1.0 -1.4 -0.9
O 1.275 4.026 2.978 -0.7 3.1 0.0
S 0.711 5.591 2.742 0.1 -0.7 -0.8
O 1.875 6.478 2.829 -2.8 -1.5 0.3
O -0.575 5.786 3.438 3.2 -0.2 -1.5
O 0.352 5.365 1.108 -0.5 1.4 1.6
H 0.543 3.869 -0.327 -0.4 0.0 0.3
H 2.048 4.538 0.229 0.1 0.3 0.1
H 2.083 2.784 1.624 -0.1 -0.4 0.2
H 0.359 2.574 1.993 -0.3 0.1 -0.9
C -7.323 3.135 0.190 -1.4 -0.1 0.2
C -7.321 2.212 -1.001 0.0 1.0 0.7
O -7.194 0.932 -0.387 0.9 -0.7 0.7
S -6.098 1.017 0.838 -0.7 -1.6 1.6
O -4.763 0.734 0.345 -1.7 1.0 0.4
O -6.569 0.218 2.001 0.9 2.5 -3.3
O -6.345 2.626 1.071 1.9 -1.3 0.4
H -8.249 2.991 0.747 -0.4 0.4 -0.2
H -7.176 4.177 -0.093 0.4 -0.2 0.3
H -6.467 2.504 -1.613 -0.1 -0.6 -0.5
H -8.295 2.307 -1.482 0.3 -0.4 -0.3
C -7.808 -1.742 -3.963 -0.1 1.0 1.1
C -7.031 -1.658 -5.177 -1.0 1.8 -4.7
O -5.658 -1.445 -4.959 2.6 1.3 1.7
S -5.375 -1.146 -3.292 -1.9 -0.3 0.0
O -5.625 0.278 -2.843 0.6 -4.6 -2.0
O -4.216 -1.859 -2.742 -2.8 1.6 -1.7
O -6.731 -2.176 -3.187 1.3 -0.1 5.2
H -8.664 -2.414 -4.009 0.6 -0.5 0.3
H -8.208 -0.785 -3.628 0.2 0.2 0.2
H -7.326 -0.786 -5.760 -0.3 0.0 -0.3
H -7.237 -2.501 -5.836 0.8 -0.4 0.2
C 1.405 -5.195 1.112 -1.3 2.2 -2.6
C 0.989 -3.957 1.994 0.8 0.8 -2.8
O 0.658 -4.593 3.101 -0.3 -2.5 6.0
S 1.795 -5.708 3.553 -1.1 1.3 0.6
O 1.237 -6.622 4.568 1.3 1.8 -3.4
O 2.984 -4.935 3.899 -1.3 -1.7 -0.9
O 1.808 -6.213 1.905 1.7 -2.1 4.9
H 2.205 -4.997 0.398 -0.3 0.3 -0.1
H 0.510 -5.603 0.643 -0.1 0.5 -0.6
H 0.094 -3.357 1.828 -0.1 -0.4 -1.4
H 1.772 -3.202 2.074 0.6 -0.2 0.3
C -2.789 2.639 3.803 -0.1 2.2 -1.9
C -3.166 3.134 5.189 0.0 -1.1 -0.9
O -3.038 1.908 5.907 0.9 -1.5 0.5
S -3.520 0.678 4.986 1.7 -3.8 0.1
O -4.910 0.475 5.192 -0.1 0.0 0.2
O -2.609 -0.512 5.073 -2.4 3.9 -0.1
O -3.347 1.394 3.547 -0.7 -1.5 1.7
H -1.717 2.520 3.644 0.1 0.6 0.4
H -3.250 3.256 3.032 0.5 0.5 0.0
H -4.219 3.367 5.343 0.2 0.9 -0.5
H -2.415 3.875 5.462 -0.4 -0.1 0.6
C -2.993 3.286 -1.749 -0.4 -0.5 -0.3
C -3.305 2.699 -3.093 -0.2 -0.3 -0.5
O -4.473 3.474 -3.541 -0.7 1.0 0.9
S -4.578 4.976 -2.775 2.0 -2.2 0.8
O -5.580 5.091 -1.717 1.1 -0.5 -2.3
O -4.438 5.945 -3.825 -0.3 -0.6 1.4
O -3.144 4.670 -1.990 -1.3 2.1 -0.2
H -1.994 3.108 -1.351 -0.1 0.1 -0.2
H -3.758 2.880 -1.088 0.1 0.3 0.6
H -3.574 1.645 -3.027 -0.3 0.2 0.0
H -2.500 2.825 -3.817 -0.2 0.1 0.1
```
Forces are in eV/Å.

Computed properties:
calculated total energy	-8361.69511	Eh
energy above the lowest of the compared OMol25 structures with the same formula, charge and spin	203.0	kcal per mole
gap between HOMO and LUMO	8.2	eV
charge	0